(1)
Entry from OMol25: 2 unconnected molecules or ions with the total composition C8H16IN2OS (ωB97M-V with the def2-TZVPD basis set).

XYZ file:
```
29
Properties=species:S:1:pos:R:3:forces:R:3:lowdin_charge:R:1
C -0.631721 0.272661 -0.403892 -2.2 1.4 0.2 -0.329
C -2.567251 1.440194 0.246116 -1.5 6.1 2.0 -0.368
C 3.389424 -1.425063 -1.988937 -3.1 -2.0 -1.4 -0.206
C -1.216503 0.488234 1.961319 2.7 3.1 0.9 0.006
C -2.656228 -0.801181 0.419663 -2.4 -3.3 0.2 0.005
C 0.409884 -0.634040 -0.134141 2.9 -2.1 0.7 -0.151
C 1.758329 0.051147 -0.415974 2.2 0.0 2.6 -0.189
C 2.995792 -0.932984 -0.638643 0.8 1.6 1.0 -0.661
N -0.802400 1.055168 -1.350657 0.7 -0.1 -0.8 -0.152
N -1.811210 0.365176 0.661506 1.3 -2.5 -1.0 -0.313
O -1.913447 2.891870 1.443648 -1.7 -3.7 -0.9 -0.153
S -2.178354 1.967512 -1.366416 -0.4 -0.3 0.2 1.111
I 4.939688 -0.135242 0.278974 -1.3 -0.2 -0.4 0.698
H -3.621066 1.447784 0.587839 0.8 0.1 -0.3 0.152
H 3.765186 -0.804838 -2.762485 0.2 1.3 -0.3 0.064
H 4.013391 -2.297980 -2.025860 0.8 -0.2 0.9 0.069
H 2.439272 -1.944932 -2.424307 1.0 1.1 0.4 0.113
H -1.826196 0.323254 2.823049 -0.9 0.1 0.1 0.124
H -0.348132 -0.126663 2.024073 0.0 -0.6 0.2 0.076
H -0.805622 1.603982 1.850578 -0.9 -2.4 1.3 0.151
H -3.175875 -0.684159 -0.547026 0.6 -0.2 0.1 0.120
H -2.183637 -1.838641 0.487402 0.1 1.8 -0.2 0.154
H -3.523762 -0.907235 1.133736 1.1 0.7 -0.2 0.141
H 0.448678 -1.455403 -0.835087 -0.8 -0.6 -0.1 0.143
H 0.413350 -1.003714 0.916698 0.0 -0.1 -1.2 0.132
H 1.939457 0.693656 0.553911 0.1 -0.7 -2.4 0.139
H 1.649134 0.569885 -1.322187 0.0 1.4 -0.9 0.088
H 2.849447 -1.778530 -0.033185 -0.1 -1.1 1.0 0.041
H -1.749624 3.600078 0.860297 0.2 1.5 -1.5 -0.002
```
Positions in Å, forces in eV/Å.

Results
- Lowest unoccupied orbital energy: -4.4 eV
- 2S+1: 1
- Charge: +1
- Kohn-Sham gap: 7.43 eV
- ΔE to the lowest compared entry with this formula, charge and spin: 62.4 kcal per mole

---

(2)
Entry from OMol25: 2 unconnected molecules or ions with the total composition C5H13NO3 (ωB97M-V with the def2-TZVPD basis set).

XYZ file:
```
22
Properties=species:S:1:pos:R:3:forces:R:3:lowdin_charge:R:1
C 0.454050 -0.790528 0.219624 -1.4 0.6 -0.2 -0.499
C 0.033005 -2.189506 -0.218793 0.2 0.1 0.1 -0.086
C 1.838778 -0.452227 -0.322671 -0.4 0.3 0.0 -0.083
C 0.416195 -0.644649 1.737642 -0.1 0.0 -0.2 -0.082
C -0.259936 2.021410 -0.407351 -2.6 2.1 -0.1 -0.609
O -0.354150 1.763987 -1.716367 -0.2 -0.6 0.0 0.120
O 0.585632 2.689653 0.106386 0.2 -1.1 0.4 0.138
H 0.447917 2.069134 -2.164215 0.0 0.0 0.3 0.144
H -0.970682 -2.422718 0.130728 -0.1 -0.1 0.0 0.074
H 0.722721 -2.926402 0.193472 0.0 -0.1 0.1 0.078
H 0.057676 -2.286914 -1.302422 -0.1 0.0 -0.1 0.075
H 2.139887 0.549059 -0.020274 0.1 0.1 0.0 0.068
H 1.153690 -1.300122 2.199607 0.1 0.0 0.2 0.080
H 2.572196 -1.151483 0.078263 0.0 -0.1 0.0 0.082
H 1.863090 -0.517125 -1.409239 0.1 0.0 -0.1 0.076
H 0.602443 0.392856 2.010027 0.2 0.0 0.2 0.075
H -0.567302 -0.908166 2.122772 -0.1 -0.1 0.1 0.077
N -2.585014 1.296999 -0.509040 0.3 -0.5 -0.3 0.058
O -1.511123 1.835726 0.267053 1.7 0.3 -0.7 -0.082
H -0.386769 -0.086811 -0.144798 1.6 -1.2 0.2 0.109
H -3.257110 0.996043 0.193174 0.2 0.2 0.0 0.094
H -2.995195 2.061782 -1.043579 0.1 0.1 0.3 0.093
```
Positions in Å, forces in eV/Å.

Results
- Lowest unoccupied orbital energy: 0.6 eV
- 2S+1: 1
- Charge: 0
- Kohn-Sham gap: 10.70 eV
- ΔE to the lowest compared entry with this formula, charge and spin: 52.4 kcal per mole

---

(3)
Entry from OMol25: a molecular structure, C40H38MoN7O6S3Se2Te2 (ωB97M-V with the def2-TZVPD basis set).

XYZ file:
```
99
Properties=species:S:1:pos:R:3:forces:R:3:lowdin_charge:R:1
Mo -1.543829 2.252553 0.175184 -1.5 0.0 0.4 1.016
C -0.250629 0.626053 -3.855116 0.0 0.0 0.0 -0.013
C -0.418929 1.530353 -2.665316 -0.5 -0.6 0.3 -0.223
N -1.163329 1.142053 -1.657616 0.8 0.4 -0.4 -0.076
N -1.612229 -0.133147 -1.814916 -0.4 -1.0 -0.6 -0.068
C -2.075529 -0.743647 -0.792316 0.2 0.4 -0.2 -1.077
S -2.203829 -0.075247 0.773484 -0.5 0.2 0.0 0.593
S -2.608029 -2.404647 -0.991516 -0.2 -0.3 -0.2 0.912
C -2.786829 -2.493147 -2.806816 0.2 0.1 0.6 -0.405
C -4.083529 -1.959747 -3.354916 -0.1 0.0 -0.1 -0.276
C -4.420629 -2.307947 -4.660916 0.0 0.0 0.1 -0.061
C -5.593929 -1.854247 -5.234416 0.0 0.0 -0.1 -0.099
C -6.452629 -1.044847 -4.508016 -0.1 0.0 -0.1 -0.102
C -6.120829 -0.682047 -3.215316 0.0 0.0 0.0 -0.072
C -4.942729 -1.134947 -2.642816 0.0 0.0 0.1 -0.048
C 0.195271 2.832053 -2.701816 0.0 0.8 0.2 -0.131
C 1.371271 3.092153 -3.407916 -0.2 -0.1 0.0 -0.059
C 1.892771 4.367753 -3.467016 0.3 -0.1 -0.1 -0.115
C 1.245971 5.413953 -2.822516 -0.2 0.0 0.0 -0.081
C 0.075571 5.191853 -2.126216 0.1 0.2 0.0 -0.001
C -0.451629 3.899053 -2.034016 0.1 -0.2 -0.2 -0.371
O -1.557129 3.669253 -1.375716 -0.1 -0.6 0.4 -0.476
H -1.237529 0.322653 -4.209716 0.1 -0.1 0.1 0.086
H 0.305671 -0.271347 -3.580916 -0.1 0.0 0.0 0.086
H 0.263471 1.142453 -4.660316 0.0 0.0 0.0 0.070
H -2.679529 -3.552547 -3.046516 0.0 0.0 0.0 0.073
H -1.942729 -1.938747 -3.221616 0.0 -0.1 0.0 0.068
H -3.753629 -2.943647 -5.229716 0.0 -0.1 0.0 0.108
H -5.839229 -2.136947 -6.249616 0.0 0.0 0.0 0.096
H -7.373029 -0.695347 -4.952216 -0.1 0.0 0.0 0.096
H -6.777029 -0.043247 -2.643716 0.0 0.1 0.1 0.106
H -4.708229 -0.841847 -1.629916 0.1 0.0 0.1 0.088
H 1.894071 2.271653 -3.880316 0.0 0.0 -0.1 0.112
H 2.812771 4.541353 -4.006316 0.1 0.0 0.0 0.094
H 1.661071 6.410453 -2.867416 0.0 0.1 0.0 0.100
H -0.436129 6.006053 -1.624716 0.0 -0.1 0.0 0.112
Se -4.037829 2.609453 0.179184 -0.5 -0.4 -0.1 -0.068
Te -3.441629 5.025053 0.209484 -0.5 0.8 -0.3 0.148
Te -5.331329 6.080953 1.711384 0.1 0.0 0.2 -0.195
Se -1.277629 4.386153 1.404584 -0.8 2.0 0.4 0.296
O 1.820671 0.232053 -0.796416 0.1 0.2 -0.3 0.084
C 1.618171 -0.636047 0.012484 0.3 -0.4 -0.2 -0.503
N 2.291471 -1.832447 0.045884 0.2 -0.4 0.0 0.161
C 1.723271 -2.739347 1.003084 -0.1 0.1 0.0 -0.287
C 0.729671 -1.769247 1.647484 0.6 0.3 -0.7 -0.373
O 0.059271 -2.198147 2.658484 -0.2 0.0 0.4 0.100
N 0.688571 -0.627947 1.058384 -0.3 0.4 0.7 0.197
C 0.897471 -3.852847 0.385084 0.0 -0.1 -0.2 -0.159
C 0.734771 -3.981547 -0.986316 0.1 0.1 0.1 -0.033
C -0.042329 -5.005447 -1.500416 0.0 -0.1 -0.1 -0.101
C -0.688829 -5.881347 -0.648916 0.0 -0.1 -0.2 -0.098
C -0.546929 -5.743147 0.720984 0.0 0.0 0.1 -0.070
C 0.250671 -4.741047 1.235584 -0.1 -0.1 0.0 -0.027
C 2.768371 -3.257747 1.967184 0.0 -0.1 0.1 -0.138
C 3.449771 -4.434147 1.678284 0.0 0.1 0.0 -0.027
C 4.443371 -4.895747 2.521584 0.1 -0.1 0.0 -0.083
C 4.752371 -4.197547 3.676584 0.1 0.0 0.0 -0.096
C 4.084471 -3.019847 3.964984 0.0 0.1 0.1 -0.073
C 3.100671 -2.547347 3.113584 0.0 0.0 -0.1 -0.008
H 2.993871 -2.091747 -0.622016 0.0 0.1 -0.1 0.156
H 1.197871 -3.276947 -1.661216 0.1 0.1 0.0 0.113
H -0.149429 -5.112747 -2.570916 0.0 0.0 -0.1 0.102
H -1.299929 -6.672647 -1.053116 -0.1 -0.1 -0.1 0.098
H -1.064029 -6.413947 1.390884 0.0 -0.1 0.1 0.102
H 0.358071 -4.622047 2.301584 0.0 0.0 0.1 0.121
H 3.201571 -4.992947 0.787884 -0.1 -0.1 -0.1 0.118
H 4.980371 -5.800147 2.272784 0.0 -0.1 0.0 0.100
H 5.519571 -4.566747 4.341084 0.1 0.0 0.1 0.097
H 4.334871 -2.458747 4.853584 0.0 0.0 0.1 0.104
H 2.596271 -1.620647 3.345384 -0.1 0.1 0.0 0.122
O 2.173271 2.794453 4.155784 0.2 -0.1 -0.1 -0.314
S 1.872971 3.745853 3.114184 0.0 -0.2 0.4 0.627
O 1.534971 5.067153 3.555884 0.1 0.2 -0.3 -0.297
N 0.715071 3.124653 2.148184 1.1 -0.1 0.4 -0.216
C 1.193471 2.836053 0.958284 -0.3 0.1 0.7 -0.551
O 0.467971 2.368853 0.055684 1.0 -0.2 -0.3 -0.205
C 2.596771 3.190653 0.738284 0.8 0.2 -0.4 -0.112
C 3.307471 3.084253 -0.448816 -0.2 -0.1 0.3 0.015
C 4.594971 3.590953 -0.472216 0.2 0.0 0.0 -0.061
C 5.164071 4.158853 0.662184 -0.1 0.0 0.1 -0.073
C 4.451571 4.238953 1.854384 0.1 0.1 0.2 -0.040
C 3.163471 3.761353 1.867884 -0.6 -0.2 -0.3 -0.184
H 2.844571 2.617253 -1.304716 0.0 0.0 0.0 0.100
H 5.167071 3.550553 -1.387316 0.1 0.0 -0.1 0.103
H 6.167071 4.556953 0.617384 0.1 0.0 0.0 0.100
H 4.889771 4.666953 2.742084 0.1 0.1 0.1 0.116
N -1.813729 -0.997447 3.993184 0.0 -0.2 -0.1 -0.004
C -1.409429 0.260653 4.618284 0.2 0.5 0.0 -0.224
C -0.886629 1.219853 3.549384 0.2 -0.3 0.4 -0.281
N -1.941529 1.910953 2.804384 -0.3 -0.3 -0.3 -0.130
H -2.088229 -1.683047 4.686684 -0.2 0.0 -0.1 0.103
H -0.673129 -1.587147 3.084984 0.1 0.0 0.0 0.068
H -2.581729 -0.856447 3.343784 -0.1 -0.1 0.0 0.053
H -0.597729 0.047253 5.316884 0.0 0.0 0.0 0.118
H -2.227829 0.737553 5.176484 0.1 -0.1 0.0 0.116
H -0.288729 0.644253 2.833684 0.1 0.2 0.2 0.069
H -0.227429 1.962753 4.005984 -0.2 -0.2 -0.1 0.092
H -2.150529 2.805053 3.257384 0.1 -0.1 -0.5 0.043
H -2.818129 1.384253 2.813184 0.1 0.1 -0.1 0.025
```
Positions in Å, forces in eV/Å.

Results
- Lowest unoccupied orbital energy (alpha / beta): 2.0 / 1.7 eV
- 2S+1: 3
- Charge: -1
- Kohn-Sham gap (alpha / beta): 6.01 / 5.74 eV

---

(4)
Entry from OMol25: 2 unconnected molecules or ions with the total composition CH4N2O2 (ωB97M-V with the def2-TZVPD basis set).

XYZ file:
```
9
Properties=species:S:1:pos:R:3:forces:R:3:lowdin_charge:R:1
C -1.302997 1.252289 0.124293 1.0 3.6 0.0 0.146
N 0.800854 -1.111347 -0.135852 -2.7 1.2 2.8 0.143
N -1.774083 -0.030692 0.049473 -0.1 -0.7 1.0 -0.524
O -2.163783 -0.434553 -1.024081 -0.3 -0.2 -1.1 0.050
O -1.775622 -0.703987 1.077792 0.0 0.1 0.2 0.014
H -0.846497 1.716213 1.035784 -0.6 -1.3 -0.7 0.107
H -1.401021 1.964702 -0.738653 -0.1 -1.4 0.7 0.108
H 1.462894 -1.268705 -0.812399 2.0 -1.5 -1.9 -0.060
H 0.374539 -1.912990 0.376301 0.9 0.3 -1.0 0.015
```
Positions in Å, forces in eV/Å.

Results
- Lowest unoccupied orbital energy (alpha / beta): -0.8 / -1.9 eV
- 2S+1: 1
- Charge: 0
- Kohn-Sham gap (alpha / beta): 9.39 / 8.93 eV
- ΔE to the lowest compared entry with this formula, charge and spin: 158.5 kcal per mole

---

| no. | strongest force on any atom (eV/A) |
| --- | --- |
| 1 | 6.6 |
| 2 | 3.4 |
| 3 | 2.2 |
| 4 | 4.1 |